# 1
ORCA calculation (the ωB97M-V functional and the def2-TZVPD basis) on a molecular structure, C39H97BaN6O13Zn in a non-equilibrium geometry.

Last column: Mulliken charge in e.
Element x y z (Å)
Ba -5.10 -3.79 -0.54  1.863
Zn -4.85 2.48 -1.94  0.232
C -0.03 2.21 0.69  -1.025
C -0.51 0.63 0.58  0.539
C -0.35 -0.17 1.85  -1.106
O -1.78 0.49 -0.06  -0.442
H -0.55 2.88 0.01  0.346
H 1.04 2.44 0.78  0.353
H -0.51 2.55 1.60  0.293
H 0.17 0.22 -0.17  0.171
H -0.67 -1.21 1.79  0.264
H -0.91 0.32 2.65  0.304
H 0.63 -0.14 2.32  0.375
C 8.42 -0.96 1.06  -0.781
O 9.65 -0.22 0.86  -0.322
C 10.56 -0.94 -0.05  -0.552
C 11.65 -0.11 -0.62  -0.679
N 12.77 0.22 0.27  -0.296
C 12.41 0.94 1.40  -0.412
C 13.62 1.24 2.31  -0.682
O 14.67 1.93 1.55  -0.312
C 15.88 1.93 2.17  -0.799
H 8.60 -1.95 1.48  0.322
H 7.84 -1.12 0.15  0.298
H 7.73 -0.51 1.77  0.267
H 9.90 -1.33 -0.83  0.512
H 10.84 -1.78 0.59  0.346
H 11.31 0.76 -1.18  0.355
H 12.16 -0.78 -1.31  0.349
H 13.34 0.94 -0.14  0.301
H 11.72 0.43 2.07  0.377
H 11.91 1.89 1.21  0.320
H 14.14 0.35 2.63  0.371
H 13.28 1.77 3.21  0.372
H 15.94 2.19 3.22  0.300
H 16.47 2.68 1.66  0.245
H 16.27 0.92 2.00  0.352
C -7.79 4.56 -6.01  -0.790
O -6.71 4.47 -6.81  -0.329
C -5.58 5.32 -6.44  -0.599
C -4.41 4.34 -6.49  -0.441
N -4.78 2.95 -6.00  -0.369
C -3.84 2.04 -6.68  -0.532
C -4.17 1.97 -8.22  -0.434
O -4.07 0.62 -8.63  -0.389
C -4.71 0.23 -9.92  -0.716
H -8.10 5.61 -5.95  0.350
H -7.60 4.38 -4.96  0.309
H -8.63 4.02 -6.44  0.252
H -5.62 5.72 -5.43  0.375
H -5.35 6.10 -7.17  0.320
H -3.52 4.71 -5.99  0.426
H -4.11 4.40 -7.54  0.210
H -5.62 2.71 -6.50  0.245
H -4.03 1.05 -6.27  0.267
H -2.82 2.30 -6.43  0.328
H -3.74 2.56 -9.03  0.373
H -5.24 2.16 -8.34  0.359
H -4.39 0.92 -10.69  0.291
H -5.79 0.16 -9.77  0.311
H -4.42 -0.78 -10.21  0.245
C 0.91 -7.07 0.69  -0.870
O 0.22 -6.59 -0.39  -0.323
C -0.87 -7.39 -0.86  -0.572
C -1.18 -7.13 -2.32  -0.638
N -1.39 -5.65 -2.53  -0.388
C -1.37 -5.20 -3.98  -0.764
C -2.67 -5.79 -4.77  -0.596
O -3.88 -5.51 -3.93  -0.224
C -5.01 -6.28 -4.26  -0.727
H 1.43 -7.96 0.33  0.362
H 0.35 -7.65 1.43  0.344
H 1.52 -6.42 1.32  0.287
H -1.75 -7.35 -0.21  0.273
H -0.58 -8.44 -0.88  0.408
H -1.93 -7.82 -2.71  0.347
H -0.36 -7.51 -2.93  0.349
H -0.69 -5.21 -1.95  0.418
H -0.51 -5.75 -4.35  0.359
H -1.31 -4.11 -4.01  0.422
H -2.70 -6.88 -4.77  0.346
H -2.84 -5.33 -5.74  0.441
H -5.24 -6.13 -5.32  0.305
H -5.90 -6.02 -3.70  0.216
H -4.69 -7.32 -4.21  0.305
C 8.38 4.97 -3.96  -0.693
O 7.34 4.54 -4.74  -0.341
C 6.37 3.87 -3.99  -0.579
C 5.28 3.02 -4.70  -0.657
N 5.95 1.80 -5.28  -0.297
C 4.97 0.81 -5.82  -0.684
C 5.69 -0.50 -6.14  -0.555
O 6.09 -0.44 -7.47  -0.278
C 6.26 -1.66 -8.07  -0.761
H 8.85 5.76 -4.55  0.245
H 9.09 4.17 -3.76  0.273
H 7.98 5.31 -3.01  0.332
H 5.86 4.62 -3.39  0.392
H 6.90 3.23 -3.29  0.356
H 4.76 3.65 -5.42  0.357
H 4.53 2.70 -3.98  0.416
H 6.46 2.22 -6.04  0.230
H 4.47 1.27 -6.68  0.337
H 4.22 0.67 -5.05  0.479
H 4.95 -1.29 -6.02  0.361
H 6.44 -0.75 -5.39  0.330
H 7.16 -2.12 -7.66  0.309
H 6.31 -1.59 -9.16  0.260
H 5.46 -2.38 -7.88  0.322
C -6.18 -3.46 4.92  -0.743
O -6.40 -2.39 3.94  -0.289
C -7.09 -1.36 4.52  -0.605
C -7.95 -0.63 3.44  -0.727
N -8.70 -1.61 2.58  -0.466
C -9.65 -2.43 3.28  -0.890
C -10.78 -1.58 3.93  -0.458
O -11.61 -0.76 3.16  -0.388
C -12.86 -0.27 3.76  -0.683
H -5.50 -3.39 5.77  0.314
H -5.87 -4.34 4.35  0.233
H -7.16 -3.68 5.36  0.309
H -6.30 -0.66 4.79  0.384
H -7.69 -1.59 5.40  0.414
H -7.29 -0.20 2.69  0.336
H -8.70 0.10 3.72  0.462
H -9.34 -1.10 1.98  0.415
H -9.25 -3.17 3.97  0.270
H -10.27 -2.96 2.55  0.484
H -10.46 -1.09 4.86  0.357
H -11.50 -2.35 4.20  0.459
H -12.77 0.62 4.38  0.285
H -13.26 -1.07 4.39  0.297
H -13.63 0.01 3.04  0.266
C -0.61 4.02 7.69  -0.520
O -0.21 4.91 8.73  -0.342
C -1.24 5.47 9.59  -0.515
C -2.56 4.56 9.97  -0.696
N -2.12 3.28 10.47  -0.111
C -3.14 2.36 10.83  -0.582
C -2.34 1.01 11.15  -0.736
O -1.40 0.57 10.26  -0.316
C -0.92 -0.72 10.45  -0.774
H 0.21 3.57 7.14  0.249
H -1.06 4.53 6.84  0.272
H -1.32 3.26 8.01  0.137
H -1.68 6.35 9.10  0.376
H -0.78 5.75 10.54  0.359
H -3.32 4.38 9.21  0.398
H -2.91 5.30 10.70  0.338
H -1.42 2.83 9.90  0.290
H -3.91 2.07 10.12  0.347
H -3.58 2.73 11.76  0.307
H -3.06 0.20 11.25  0.483
H -1.98 1.05 12.18  0.384
H -1.67 -1.51 10.55  0.317
H -0.39 -0.85 11.40  0.332
H -0.40 -0.99 9.53  0.250

highest occupied orbital energy: -0.45748 Ha
LUMO: -11.5 eV
total energy: -4653.87408 a.u.
charge: +3
HOMO-LUMO gap: 0.0367 Eh
energy above the lowest of the compared OMol25 structures with the same formula, charge and spin: 13.661 eV

***

# 2
ORCA calculation (the ωB97M-V functional and the def2-TZVPD basis) on a molecular structure, C40H51BrN2O4RhSSi in a non-equilibrium geometry.

Last column: Mulliken charge in e.
Element x y z (Å)
Rh 0.64 0.89 -2.12  0.221
O 5.04 0.07 -2.31  -0.655
C 5.37 1.37 -2.40  0.408
C 6.73 1.67 -2.45  -0.692
C 7.15 2.98 -2.49  -0.331
C 6.23 4.03 -2.48  -0.749
C 4.89 3.76 -2.47  -0.455
C 4.42 2.43 -2.45  0.151
C 3.01 2.18 -2.49  1.544
O 2.54 0.93 -2.46  -1.098
N 2.12 3.18 -2.61  -0.935
N 0.89 2.77 -2.53  1.084
C -0.15 3.65 -2.86  -0.933
C -1.50 3.32 -2.83  0.860
C -2.44 4.31 -3.22  -1.046
C -3.80 4.10 -3.14  -0.543
C -4.30 2.89 -2.67  -0.670
C -3.42 1.87 -2.34  -0.468
C -2.04 2.03 -2.44  0.680
O -1.28 0.97 -2.18  -0.540
H 4.07 -0.01 -2.35  0.361
H 7.42 0.84 -2.44  0.461
H 8.21 3.19 -2.55  0.402
H 6.58 5.05 -2.48  0.422
H 4.16 4.56 -2.47  0.439
H 0.16 4.66 -3.13  0.401
H -2.07 5.25 -3.60  0.402
H -4.48 4.88 -3.44  0.415
H -5.36 2.73 -2.57  0.426
H -3.77 0.90 -1.99  0.499
C 3.33 0.80 3.20  -2.127
C 2.03 0.00 3.38  2.646
C 1.94 -0.48 4.84  -1.707
C 2.12 -1.23 2.45  -1.845
Si 0.50 1.10 2.99  -1.762
Br 0.60 1.25 0.54  0.389
C -1.22 0.28 3.29  2.821
C -1.61 0.47 4.76  -1.780
C -1.17 -1.23 3.00  -1.874
C -2.31 0.88 2.39  -1.863
C 0.63 2.95 3.47  2.512
C 1.72 3.69 2.68  -1.783
C 0.96 3.05 4.97  -1.669
C -0.69 3.69 3.21  -1.986
H 4.18 0.13 3.36  0.598
H 3.40 1.61 3.91  0.365
H 3.41 1.19 2.18  0.345
H 2.85 -1.03 5.08  0.515
H 1.09 -1.14 5.00  0.328
H 1.86 0.36 5.53  0.313
H 3.01 -1.80 2.72  0.567
H 2.20 -0.94 1.41  0.243
H 1.26 -1.90 2.56  0.318
H -0.85 0.07 5.44  0.329
H -2.55 -0.05 4.96  0.521
H -1.76 1.53 5.01  0.329
H -0.51 -1.76 3.68  0.324
H -0.86 -1.42 1.97  0.092
H -2.18 -1.64 3.12  0.692
H -2.46 1.94 2.57  0.326
H -3.26 0.37 2.61  0.529
H -2.09 0.73 1.33  0.299
H 2.71 3.26 2.81  0.329
H 1.77 4.73 3.04  0.539
H 1.49 3.72 1.62  0.308
H 1.95 2.64 5.20  0.324
H 0.22 2.53 5.59  0.296
H 0.97 4.10 5.27  0.533
H -0.99 3.60 2.17  0.330
H -0.56 4.75 3.43  0.608
H -1.50 3.32 3.85  0.331
O 0.66 -1.20 -1.90  -0.696
S -0.62 -2.04 -1.89  1.436
C -0.44 -3.15 -3.33  -1.612
C -1.79 -3.67 -3.74  0.753
C -2.10 -5.02 -3.65  -0.369
C -3.35 -5.49 -4.03  -0.642
C -4.31 -4.60 -4.49  -0.458
C -4.01 -3.25 -4.58  -0.747
C -2.77 -2.78 -4.20  -0.190
C -0.26 -3.21 -0.54  -0.799
C -1.40 -4.16 -0.33  0.643
C -1.20 -5.53 -0.42  -0.379
C -2.26 -6.41 -0.23  -0.613
C -3.53 -5.91 0.02  -0.495
C -3.74 -4.54 0.10  -0.889
C -2.68 -3.67 -0.07  0.012
H 0.26 -3.94 -3.09  0.451
H -0.01 -2.50 -4.09  0.587
H -1.35 -5.72 -3.29  0.374
H -3.57 -6.54 -3.96  0.418
H -5.28 -4.97 -4.79  0.409
H -4.76 -2.55 -4.94  0.416
H -2.54 -1.72 -4.27  0.438
H -0.10 -2.55 0.32  -0.631
H 0.69 -3.70 -0.78  0.683
H -0.21 -5.92 -0.62  0.422
H -2.10 -7.47 -0.29  0.420
H -4.36 -6.59 0.16  0.432
H -4.73 -4.15 0.30  0.433
H -2.83 -2.60 0.00  0.528

⟨S²⟩: 6.04
highest occupied orbital energy (spin up / spin down): -0.30655 / -0.39609 Ha
LUMO (spin up / spin down): -2.2 / -5.2 eV
total energy: -5337.27267 a.u.
multiplicity: 5
charge: +1
HOMO-LUMO gap (spin up / spin down): 0.2262 / 0.2045 Eh
energy above the lowest of the compared OMol25 structures with the same formula, charge and spin: 1.897 eV

***

# 3
ORCA calculation (the ωB97M-V functional and the def2-TZVPD basis) on a gas-phase ion, C4H4Cl2N3O2 (charge +1) in a non-equilibrium geometry.

Last column: Mulliken charge in e.
Element x y z (Å)
C 1.63 1.33 0.74  -0.023
N 0.78 0.47 0.35  0.135
C 0.71 -0.09 -0.98  -0.409
N -0.66 -0.22 -1.38  -0.162
Cl -1.02 -0.08 -3.08  0.058
C -1.62 -0.75 -0.57  0.551
O -2.71 -1.10 -0.87  -0.428
N -1.17 -0.80 0.81  -0.136
Cl -2.29 -1.56 1.90  0.084
C -0.17 -0.11 1.38  0.517
O 0.07 0.08 2.52  -0.439
H 2.35 1.77 0.06  0.267
H 1.64 1.61 1.79  0.296
H 1.21 -1.08 -0.95  0.293
H 1.23 0.54 -1.71  0.397

structure (SMILES): C=[N+]1CN(Cl)C(=O)N(Cl)C1=O
highest occupied orbital energy: -0.53142 Ha
LUMO: -6.1 eV
total energy: -1389.60756 a.u.
charge: +1
HOMO-LUMO gap: 0.3078 Eh
energy above the lowest of the compared OMol25 structures with the same formula, charge and spin: 0.892 eV

***

# 4
ORCA calculation (the ωB97M-V functional and the def2-TZVPD basis) on a molecular structure, C5H11MnO3 in a non-equilibrium geometry.

Last column: Mulliken charge in e.
Element x y z (Å)
C -0.47 -0.98 -1.31  -0.173
O -0.36 -1.11 0.13  -0.341
C 0.87 -0.70 0.73  -0.516
C 0.99 0.81 0.72  -0.301
O -0.24 1.32 1.24  -0.081
C -0.22 2.69 1.58  -0.718
H -1.36 -0.40 -1.55  0.229
H 0.44 -0.49 -1.71  0.302
H 1.72 -1.17 0.22  0.383
H 0.82 -1.07 1.76  0.310
H 1.12 1.21 -0.30  0.376
H 1.84 1.12 1.33  0.407
H -0.72 2.80 2.55  0.244
H 0.81 3.06 1.66  0.295
H -0.77 3.27 0.82  0.280
Mn -1.86 0.07 0.97  0.309
O -1.69 -3.10 -1.66  -0.810
C -0.63 -2.38 -2.07  -0.640
H -0.66 -2.04 -3.14  0.251
H 0.35 -2.90 -1.98  0.195

⟨S²⟩: 12.00
highest occupied orbital energy (spin up / spin down): -0.22079 / -0.21887 Ha
LUMO (spin up / spin down): -0.1 / -1.0 eV
total energy: -1573.62056 a.u.
multiplicity: 7
HOMO-LUMO gap (spin up / spin down): 0.2173 / 0.1837 Eh
energy above the lowest of the compared OMol25 structures with the same formula, charge and spin: 1.992 eV

***

# 5
ORCA calculation (the ωB97M-V functional and the def2-TZVPD basis) on a single C2H5N3O2 molecule in a non-equilibrium geometry.

Last column: Mulliken charge in e.
Element x y z (Å)
N 1.70 0.33 0.69  -0.215
O 1.13 1.14 -0.33  -0.303
C -0.09 0.59 -0.66  0.181
N -0.21 -0.75 -1.31  -0.464
N -0.94 -1.24 -0.17  -0.337
C -0.66 -0.08 0.62  -0.032
O 0.55 -0.03 1.50  -0.324
H 2.16 1.05 1.30  0.285
H -0.72 1.31 -1.14  0.384
H -0.87 -0.56 -1.97  0.297
H -0.51 -2.04 0.17  0.252
H -1.54 0.28 1.31  0.275

structure (SMILES): N1O[C@H]2NN[C@H]2O1
highest occupied orbital energy: -0.34190 Ha
LUMO: 0.9 eV
total energy: -393.76082 a.u.
HOMO-LUMO gap: 0.3739 Eh
energy above the lowest of the compared OMol25 structures with the same formula, charge and spin: 7.033 eV

***

# 6
ORCA calculation (the ωB97M-V functional and the def2-TZVPD basis) on 8 unconnected molecules or ions with the total composition C19H33N5O3 in a non-equilibrium geometry.

Last column: Mulliken charge in e.
Element x y z (Å)
C 3.13 0.98 5.50  -1.828
C 2.86 0.42 4.08  0.614
O 2.65 -0.71 3.91  -0.065
C 2.67 1.41 2.93  -0.874
H 4.04 1.49 5.82  0.453
H 2.87 0.18 6.19  0.344
H 2.41 1.71 5.86  0.446
H 1.75 1.29 2.36  0.006
H 3.46 1.31 2.19  0.227
H 2.80 2.43 3.30  0.517
C 4.16 2.32 -3.24  -1.171
C 3.52 3.38 -2.37  0.544
O 4.24 4.24 -1.93  -0.438
C 2.15 3.07 -1.66  -0.274
H 3.42 1.81 -3.86  0.376
H 4.58 1.58 -2.56  0.282
H 5.00 2.81 -3.74  0.353
H 2.21 2.10 -1.18  -0.100
H 1.29 3.14 -2.32  0.013
H 2.09 3.83 -0.88  0.318
C -2.56 -4.96 -1.49  -1.184
C -2.98 -3.66 -1.81  0.955
O -2.53 -3.13 -2.77  -0.510
C -4.13 -3.06 -1.01  -1.250
H -2.83 -5.22 -0.47  0.325
H -1.47 -4.85 -1.55  0.288
H -2.87 -5.79 -2.12  0.323
H -4.00 -2.96 0.07  0.244
H -4.98 -3.75 -1.03  0.423
H -4.43 -2.06 -1.32  0.355
C -3.55 0.80 2.56  -1.695
C -3.61 0.33 1.15  0.355
N -3.69 -0.08 0.03  -0.333
H -3.89 1.83 2.52  0.677
H -2.60 0.85 3.10  0.491
H -4.24 0.18 3.15  0.255
C -0.53 -2.12 2.19  0.587
C -1.87 -2.51 2.68  -0.601
N -2.93 -2.79 2.96  -0.272
H 0.31 -2.59 2.70  0.392
H -0.35 -1.06 2.31  -0.069
H -0.46 -2.27 1.11  -0.095
C -2.08 3.35 -3.97  -0.778
C -1.28 3.10 -5.18  0.298
N -0.62 2.95 -6.09  -0.377
H -2.44 2.40 -3.57  0.041
H -2.99 3.93 -4.12  0.491
H -1.37 3.88 -3.33  0.185
C 2.53 -1.67 1.00  -0.244
C 2.01 -2.19 -0.24  0.136
N 1.58 -2.63 -1.26  -0.456
H 3.55 -1.31 0.83  0.459
H 2.70 -2.56 1.60  0.315
H 1.85 -1.03 1.56  -0.369
C -0.94 0.15 -1.89  -0.161
C -0.36 0.65 -0.58  -0.210
N 0.04 1.00 0.39  -0.113
H -1.20 -0.89 -1.72  -0.069
H -0.22 0.25 -2.70  0.367
H -1.86 0.70 -2.11  0.081

⟨S²⟩: 0.75
highest occupied orbital energy (spin up / spin down): 0.02259 / -0.27113 Ha
LUMO (spin up / spin down): 2.6 / 2.6 eV
total energy: -1243.12603 a.u.
multiplicity: 2
charge: -1
HOMO-LUMO gap (spin up / spin down): 0.0725 / 0.3659 Eh